C58H50GeMoNO7PSSi as an isolated structure in a non-equilibrium geometry. Source: OMol25; level of theory: the ωB97M-V functional and the def2-TZVPD basis.

Geometry as ORCA input:
```
! RIJCOSX wB97M-V def2-TZVPD def2/J DEFGRID3
* xyz -2 3
Mo -1.07374 0.69001 -0.05083
O -1.76014 -2.24845 1.42866
S -0.51851 -3.01429 1.55360
O -0.68874 -4.43791 1.39645
O 0.58898 -2.43406 0.79188
C 0.00821 -2.69513 3.21286
C -0.02522 -3.68359 4.17764
C 0.39711 -3.40261 5.46459
C 0.81493 -2.12048 5.77405
C 0.83659 -1.12364 4.81475
C 0.45261 -1.37818 3.49464
P 0.59792 -0.04075 2.18796
C 2.42135 -0.12202 1.94184
C 3.12162 1.02026 1.55812
C 4.48561 0.96907 1.31115
C 5.17143 -0.22638 1.44549
C 4.48471 -1.37055 1.82862
C 3.12340 -1.31959 2.07726
C 0.46827 1.34193 3.42121
C -0.84798 1.60056 3.80156
C -1.14627 2.53372 4.77671
C -0.12146 3.24574 5.38343
C 1.19062 3.01047 5.00609
C 1.48644 2.05768 4.04041
H -0.36617 -4.66981 3.88976
H 0.39535 -4.17187 6.22626
H 1.12957 -1.89467 6.78595
H 1.15447 -0.13043 5.10099
H 2.60719 1.96290 1.45322
H 5.00590 1.86934 1.00980
H 6.23614 -0.26900 1.25256
H 5.01384 -2.31036 1.93305
H 2.59486 -2.21996 2.35580
H -1.64666 1.04007 3.32968
H -2.17760 2.70300 5.06107
H -0.34427 3.98782 6.14045
H 1.99354 3.57180 5.46881
H 2.52121 1.87713 3.78353
C -4.70808 -0.35035 0.11022
Si -3.37738 0.74451 0.98973
C -4.07514 2.52848 0.77781
C -3.96172 0.26961 2.78573
C -4.87470 1.04345 3.50455
C -5.42933 0.60485 4.69968
C -5.06685 -0.62441 5.22930
C -4.13628 -1.39943 4.55199
C -3.59965 -0.95858 3.35105
H -5.69159 -0.18441 0.55168
H -4.44761 -1.40140 0.25133
H -4.78637 -0.16039 -0.96000
H -5.14785 2.59289 0.96918
H -3.91072 2.87233 -0.24203
H -3.56492 3.23243 1.43910
H -5.17398 2.01239 3.12277
H -6.16243 1.21536 5.21631
H -5.51093 -0.97831 6.15291
H -3.83918 -2.36154 4.95406
H -2.89051 -1.58352 2.82972
O 0.34526 4.11108 1.55429
C 0.50951 3.26943 0.69712
O -0.25872 2.19346 0.62561
C 1.58172 3.36304 -0.34228
C 1.92925 2.25533 -1.13660
C 2.94769 2.39563 -2.07336
C 3.57427 3.60867 -2.26729
C 3.21952 4.72823 -1.48109
C 2.22405 4.57771 -0.50227
N 3.84584 5.94788 -1.68259
O 3.54399 6.93498 -0.94138
O 4.72132 6.03965 -2.60333
H 1.43803 1.29408 -0.99894
H 3.25334 1.54018 -2.66122
H 4.33315 3.73801 -3.02391
H 1.95255 5.41171 0.12683
C -2.95711 3.37510 -3.84273
C -2.01845 3.94177 -2.99624
C -1.50269 3.22081 -1.92623
C -1.89397 1.90692 -1.63653
C -2.87756 1.38980 -2.49685
C -3.39549 2.08505 -3.57639
H -3.34093 3.92217 -4.69530
H -1.67769 4.95489 -3.17553
H -0.76383 3.71920 -1.31154
H -3.26039 0.39412 -2.30504
H -4.13481 1.61440 -4.21559
C -0.82440 -0.77640 -1.28974
Ge 0.36898 -1.84430 -2.39119
C -0.73355 -2.41160 -3.96264
C -0.30734 -3.33905 -4.90969
C -1.04017 -3.57551 -6.06332
C -2.22066 -2.88291 -6.29729
C -2.66752 -1.96415 -5.35937
C -1.92655 -1.73583 -4.20962
C 1.70539 -0.82243 -3.45543
C 2.98248 -1.29901 -3.73709
C 3.80841 -0.63817 -4.63737
C 3.34353 0.48048 -5.31330
C 2.06099 0.94901 -5.06717
C 1.26280 0.31479 -4.12983
C 1.28130 -3.47922 -1.75025
C 0.67568 -4.72261 -1.87159
C 1.29617 -5.86714 -1.39374
C 2.52703 -5.77754 -0.76314
C 3.12735 -4.53496 -0.60886
C 2.50914 -3.39624 -1.09837
H -1.72378 -1.39327 -1.09732
H 0.62491 -3.86969 -4.74579
H -0.69004 -4.29851 -6.79159
H -2.79394 -3.06635 -7.19854
H -3.58850 -1.41767 -5.52400
H -2.26033 -0.99764 -3.49030
H 3.33310 -2.20375 -3.25419
H 4.81187 -1.00303 -4.82618
H 3.98462 0.98618 -6.02485
H 1.69183 1.81100 -5.60805
H 0.26543 0.69290 -3.92751
H -0.30507 -4.79332 -2.32737
H 0.80734 -6.82893 -1.49314
H 3.00971 -6.66788 -0.37650
H 4.07899 -4.44943 -0.09630
H 2.95707 -2.42282 -0.93517
*
```

**Expectation value of S²**: 2.13
**Energy above the lowest of the compared OMol25 structures with the same formula, charge and spin**: 176.39 kJ/mol
**HOMO-LUMO gap (spin up / spin down)**: 0.1606 / 0.2664 Eh

Results of the Mulliken charge analysis, in e, for atoms 1 through 99:
1 Mo -1.593
2 O -0.962
3 S 1.048
4 O -0.863
5 O 0.041
6 C 0.358
7 C -0.668
8 C -0.832
9 C -0.763
10 C -0.390
11 C 0.007
12 P 2.187
13 C 0.691
14 C -0.993
15 C -1.163
16 C -0.937
17 C -0.531
18 C -0.809
19 C 0.449
20 C -0.182
21 C -0.519
22 C -0.776
23 C -0.851
24 C -0.309
25 H 0.549
26 H 0.360
27 H 0.400
28 H 0.470
29 H 1.007
30 H 0.498
31 H 0.380
32 H 0.436
33 H 0.149
34 H -0.228
35 H 0.431
36 H 0.320
37 H 0.392
38 H 0.500
39 C -1.565
40 Si 2.216
41 C -1.779
42 C 0.057
43 C -0.396
44 C -0.718
45 C -0.459
46 C -0.678
47 C 0.017
48 H 0.466
49 H 0.282
50 H 0.429
51 H 0.477
52 H 0.314
53 H 0.395
54 H 0.296
55 H 0.363
56 H 0.346
57 H 0.457
58 H 0.369
59 O -0.719
60 C -0.319
61 O 0.285
62 C 1.109
63 C 0.685
64 C -0.755
65 C -0.894
66 C -1.163
67 C -0.759
68 N 0.865
69 O -0.805
70 O -0.818
71 H 0.218
72 H 0.666
73 H 0.516
74 H 0.564
75 C -0.715
76 C -0.835
77 C -0.186
78 C 1.542
79 C 0.743
80 C -0.800
81 H 0.310
82 H 0.445
83 H 0.262
84 H -0.112
85 H 0.374
86 C 0.019
87 Ge 2.061
88 C -0.024
89 C -0.334
90 C -0.751
91 C -0.465
92 C -0.610
93 C -0.201
94 C 0.527
95 C -0.448
96 C -0.725
97 C -0.579
98 C -0.641
99 C -0.302